[1]
ORCA calculation (ωB97M-V/def2-TZVPD) on 3 unconnected molecules or ions with the total composition C25H29N4O3.

ORCA input file:
```
! wB97M-V def2-TZVPD RIJCOSX def2/J DEFGRID3
* xyz 3 1
C 4.42711 -2.03984 3.42235
N 3.34205 -1.03183 3.41105
C 3.65904 0.27835 3.29977
C 2.66834 1.22027 3.22756
C 1.33982 0.83681 3.37152
C 1.05737 -0.49801 3.56418
C 2.08605 -1.42328 3.65236
C 0.28493 1.88425 3.24293
C -0.82676 1.83677 4.07512
C -1.75073 2.85720 3.98509
N -1.66187 3.78384 3.01455
C -0.64857 3.77379 2.12273
C 0.34834 2.84342 2.22414
C -2.70336 4.82652 2.89409
H 4.23969 -2.86649 4.09760
H 5.35996 -1.52635 3.63343
H 4.49481 -2.39427 2.39179
H 4.72397 0.45465 3.28011
H 2.99033 2.23677 3.04594
H 0.04441 -0.86515 3.65425
H 1.92099 -2.46876 3.86660
H -1.03715 0.99117 4.71368
H -2.68995 2.93470 4.51731
H -0.73967 4.43380 1.27252
H 1.15135 2.67625 1.51630
H -3.64644 4.47142 2.48198
H -2.30473 5.59833 2.24501
H -2.89314 5.19179 3.90072
C -4.67179 -3.61889 -0.38901
N -3.63933 -2.91849 -1.21167
C -3.51276 -3.32349 -2.48803
C -2.58310 -2.70341 -3.30429
C -1.76346 -1.70315 -2.80117
C -1.93462 -1.31857 -1.47201
C -2.79720 -2.02997 -0.66724
C -0.79919 -0.99430 -3.65949
C 0.19247 -1.68639 -4.34566
C 1.13185 -1.00791 -5.08351
N 1.20504 0.32415 -5.01109
C 0.30529 1.02820 -4.31315
C -0.75492 0.40123 -3.70383
C 2.37046 1.02463 -5.61320
H -4.51262 -3.38189 0.65532
H -4.41856 -4.67632 -0.49077
H -5.63744 -3.48950 -0.86545
H -4.25920 -4.01652 -2.84763
H -2.68528 -2.96942 -4.34886
H -1.17268 -0.70464 -0.99452
H -2.79133 -1.87193 0.40034
H 0.31050 -2.75173 -4.20055
H 1.90821 -1.54084 -5.61137
H 0.47190 2.09327 -4.25472
H -1.42670 0.97449 -3.08155
H 1.93007 1.76696 -6.27934
H 3.02404 0.32168 -6.10917
H 2.84368 1.61302 -4.82996
O 2.79053 -0.34291 0.20580
C 2.11295 -0.20691 -1.03328
O 1.11072 0.57197 -1.04946
O 2.38960 -0.98757 -1.93898
H 2.02668 0.10907 0.61283
*
```

## Properties
Strongest force on any atom   0.05525 Eh/bohr
HOMO level   -14.729 eV
LUMO level   -9.13 eV
ΔE to the lowest compared entry with this formula, charge and spin   39.8 kJ/mol
Kohn-Sham gap   5.60 eV

---

[2]
ORCA calculation (ωB97M-V/def2-TZVPD) on a molecular structure, C15H10AsBF4HfNS4.

ORCA input file:
```
! wB97M-V def2-TZVPD RIJCOSX def2/J DEFGRID3
* xyz -1 1
Hf 1.72165 -0.85530 0.05173
S 3.12632 -2.71863 1.16367
As 3.67606 -0.82456 2.12882
S 1.62373 -0.11352 2.50708
S 4.03859 0.32320 0.28156
S 5.06546 -0.79358 3.65760
C -1.29606 -4.34053 0.20042
C -2.51333 -3.68014 0.09935
C -2.52767 -2.29420 0.07581
C -1.32964 -1.58294 0.13458
C -0.08299 -2.22081 0.22448
C -0.11301 -3.61653 0.26788
C -1.34959 -0.09336 0.11596
C -2.56986 0.63476 0.21366
C -2.54934 1.98531 0.20203
C -1.31633 2.67645 0.11227
C -1.24509 4.09147 0.10337
C -0.03621 4.71894 0.05351
C 1.14760 3.94488 0.01919
C 1.10300 2.58121 0.02284
C -0.14322 1.91774 0.05906
N -0.19077 0.53227 0.04618
H -1.26821 -5.42470 0.22559
H -3.44200 -4.23479 0.04180
H -3.48404 -1.79476 -0.00419
H 0.82023 -4.15795 0.36520
H -3.50044 0.10008 0.30587
H -3.47311 2.54965 0.27546
H -2.16669 4.66189 0.13976
H 0.02268 5.79991 0.04822
H 2.11428 4.43327 -0.00186
H 2.02877 2.02017 0.02608
F 1.90432 0.35620 -1.96884
B 1.59561 -0.85143 -2.74222
F 0.25464 -1.10074 -2.51523
F 2.02273 -0.79792 -4.02054
F 2.33194 -1.83103 -1.91614
*
```

## Properties
Strongest force on any atom   0.01113 Eh/bohr
HOMO level   -4.940 eV
LUMO level   1.61 eV
Kohn-Sham gap   6.55 eV

---

[3]
ORCA calculation (ωB97M-V/def2-TZVPD) on a molecular structure, C47H42AsN5O4PS2Ta.

ORCA input file:
```
! wB97M-V def2-TZVPD RIJCOSX def2/J DEFGRID3
* xyz 2 1
Ta -0.36646 0.79553 0.56304
O -3.76809 0.85615 5.10082
C -2.94308 -0.18813 5.24483
C -3.10707 -0.97120 6.38977
C -2.29926 -2.06607 6.59713
C -1.30427 -2.41828 5.67766
C -1.14191 -1.66088 4.54633
C -1.95165 -0.53654 4.30758
C -1.79863 0.20422 3.07899
O -0.96587 -0.24863 2.17228
N -2.43397 1.32909 2.84423
N -2.05141 1.79370 1.61829
C -2.57088 2.88100 1.19062
C -2.13536 3.29478 -0.12710
C -2.66776 4.39466 -0.76769
C -2.27368 4.66743 -2.06977
C -1.39119 3.79663 -2.67955
C -0.89851 2.71871 -1.96299
N -1.22186 2.46842 -0.69150
H -3.53329 1.36409 4.30534
H -3.87342 -0.68729 7.09725
H -2.43515 -2.65733 7.49322
H -0.67084 -3.27372 5.86364
H -0.37610 -1.90567 3.82376
H -3.30332 3.42562 1.77415
H -3.38643 5.01755 -0.25440
H -2.66502 5.52539 -2.59868
H -1.07236 3.93393 -3.70282
H -0.22742 2.03116 -2.45002
O 1.48083 0.25906 1.56655
S 1.67357 1.54184 2.35735
O 1.30445 1.42731 3.72324
N 0.79563 2.53186 1.39870
C 1.55860 3.60478 0.95990
S 0.98289 4.85043 0.09647
C 2.98316 3.44461 1.37800
C 4.04176 4.30141 1.11776
C 5.30056 3.94911 1.58652
C 5.50716 2.77902 2.31849
C 4.45323 1.92245 2.60607
C 3.21721 2.28356 2.10292
H 3.87598 5.21479 0.56214
H 6.13978 4.60235 1.39045
H 6.49960 2.54772 2.67992
H 4.58882 1.02966 3.20054
C 2.98637 -0.64287 -0.83346
As 1.65256 0.61751 -1.44680
C 1.04783 -0.27902 -3.05560
C 2.68468 2.17091 -2.06542
C 3.73814 1.78441 -3.06340
C 3.44583 1.74393 -4.42347
C 4.41225 1.35573 -5.33990
C 5.68187 1.00416 -4.90441
C 5.98457 1.05197 -3.55138
C 5.01758 1.44089 -2.63577
H 3.66843 -0.87108 -1.65263
H 2.47803 -1.55032 -0.50837
H 3.53950 -0.22356 0.00338
H 1.91105 -0.48709 -3.68815
H 0.33082 0.31072 -3.62478
H 0.57681 -1.21361 -2.75568
H 3.12396 2.62079 -1.17405
H 1.98102 2.89945 -2.47142
H 2.46111 2.03211 -4.77547
H 4.17719 1.33843 -6.39562
H 6.43610 0.70555 -5.61932
H 6.97817 0.79508 -3.20937
H 5.26358 1.48995 -1.58022
N -1.26407 -0.36458 -0.56614
P -1.82688 -1.88708 -0.62144
C -0.43467 -3.01459 -0.50475
C 0.00952 -3.73601 -1.60875
C 1.15230 -4.52001 -1.50835
C 1.84503 -4.58809 -0.30920
C 1.40412 -3.86743 0.79589
C 0.27132 -3.07870 0.70002
C -2.94773 -2.16805 0.74583
C -3.91831 -1.20312 1.01703
C -4.78486 -1.37449 2.08120
C -4.69134 -2.51056 2.87792
C -3.74143 -3.48086 2.60050
C -2.86774 -3.31308 1.53457
C -2.68470 -2.16646 -2.16500
C -2.70507 -1.18342 -3.14637
C -3.38014 -1.41050 -4.33760
C -4.03080 -2.61727 -4.54483
C -4.01755 -3.60073 -3.56144
C -3.35072 -3.37620 -2.37050
H -0.53137 -3.70021 -2.54652
H 1.49179 -5.08304 -2.36692
H 2.72758 -5.20864 -0.22975
H 1.94095 -3.92554 1.73339
H -0.07030 -2.51730 1.56237
H -3.99768 -0.31372 0.40127
H -5.53361 -0.62327 2.29392
H -5.36539 -2.63796 3.71442
H -3.67296 -4.36723 3.21600
H -2.12352 -4.07274 1.33131
H -2.20018 -0.24001 -2.97656
H -3.40183 -0.64521 -5.10144
H -4.55733 -2.79419 -5.47288
H -4.53306 -4.53718 -3.72357
H -3.35578 -4.14091 -1.60174
*
```

## Properties
Strongest force on any atom   0.03672 Eh/bohr
HOMO level   -12.757 eV
LUMO level   -6.44 eV
ΔE to the lowest compared entry with this formula, charge and spin   0.0 kJ/mol
Kohn-Sham gap   6.32 eV

---

[4]
ORCA calculation (ωB97M-V/def2-TZVPD) on a molecular structure, C25H20N3O2S4Zr.

ORCA input file:
```
! wB97M-V def2-TZVPD RIJCOSX def2/J DEFGRID3
* xyz 1 1
Zr 0.01521 0.35617 -0.04710
S 0.88516 0.13702 -2.36757
C 2.58840 0.51046 -2.09352
C 3.32904 0.87136 -3.22687
C 4.67706 1.16116 -3.15696
C 5.34206 1.10744 -1.93790
C 4.63482 0.76653 -0.80338
C 3.27610 0.45550 -0.87138
S 2.53090 0.04858 0.71212
C 2.68985 -1.77183 0.77747
C 1.44386 -2.56910 0.49933
C 1.41878 -3.88880 0.93215
C 0.30770 -4.66347 0.66958
C -0.72030 -4.11490 -0.08048
C -0.61258 -2.80633 -0.51101
C -1.64116 -2.23726 -1.43700
S -2.30974 -0.62756 -0.88093
C -2.99499 -0.99425 0.73902
C -4.34925 -1.33507 0.71648
C -5.04464 -1.58781 1.88063
C -4.38317 -1.47133 3.09719
C -3.04777 -1.12339 3.12981
C -2.30905 -0.87729 1.96212
S -0.60078 -0.51491 2.22526
N 0.42895 -2.01862 -0.17483
H 2.80304 0.91795 -4.17114
H 5.20779 1.43952 -4.05767
H 6.39660 1.33645 -1.87200
H 5.12837 0.73745 0.16026
H 3.05746 -2.00431 1.77590
H 3.46506 -2.03816 0.05873
H 2.26147 -4.28927 1.47884
H 0.24861 -5.68212 1.02832
H -1.59339 -4.69922 -0.33510
H -2.47007 -2.92372 -1.58880
H -1.17973 -2.01066 -2.40083
H -4.85155 -1.39324 -0.24200
H -6.08943 -1.86335 1.84212
H -4.91091 -1.64627 4.02549
H -2.52467 -1.03107 4.07239
O 0.87245 2.16971 0.11972
N 0.16279 3.14002 0.61838
N -1.05362 2.84705 0.70534
O -1.46974 1.65353 0.31505
C -2.01871 3.77805 1.19849
C -1.69966 5.12901 1.28111
C -2.65226 6.00608 1.76410
C -3.90283 5.54075 2.15067
C -4.20202 4.18926 2.06280
C -3.26076 3.29422 1.58422
H -0.72431 5.47284 0.96870
H -2.41889 7.05939 1.83547
H -4.64503 6.23615 2.51848
H -5.17168 3.82623 2.37464
H -3.47846 2.23724 1.51989
*
```

## Properties
Strongest force on any atom   0.05145 Eh/bohr
HOMO level   -10.694 eV
LUMO level   -3.63 eV
ΔE to the lowest compared entry with this formula, charge and spin   0.0 kJ/mol
Kohn-Sham gap   7.06 eV

---

[5]
ORCA calculation (ωB97M-V/def2-TZVPD) on a molecular structure, C13H27As3F6MgNO4S2.

ORCA input file:
```
! wB97M-V def2-TZVPD RIJCOSX def2/J DEFGRID3
* xyz 1 1
Mg 1.45329 -1.26193 0.38211
F 4.13885 -4.71520 1.09350
C 4.96911 -3.70802 0.93847
F 5.63752 -3.47560 2.05398
F 5.79938 -3.95674 -0.05639
S 4.05136 -2.14430 0.47732
O 2.85512 -2.61793 -0.26996
O 4.96938 -1.31319 -0.21594
N 3.48875 -1.38829 1.75109
S 2.49564 -2.02026 2.80940
O 1.12702 -1.65094 2.36773
O 2.71508 -3.38243 3.14883
C 2.79963 -0.94444 4.28125
F 4.03524 -1.13080 4.69842
F 2.61734 0.32460 3.93876
F 1.93648 -1.28958 5.21619
C -2.39218 -2.09943 0.35565
As -0.90943 -1.62142 -0.79682
C -1.10144 -2.93775 -2.20387
C -1.54658 -0.03737 -1.75420
C -1.34306 1.36914 -1.15345
C -1.59416 1.38606 0.35363
C 0.07296 1.90414 -1.46634
As 1.60478 1.24690 -0.43826
C 1.77738 2.54155 0.99410
C 3.07436 1.75856 -1.58928
C -2.31233 2.32089 -1.88833
As -4.29796 2.37593 -1.70925
C -4.83934 0.56194 -1.17437
C -4.46568 3.20598 0.06065
H -3.31820 -2.11397 -0.21725
H -2.47443 -1.39511 1.18058
H -2.19592 -3.08982 0.76367
H -2.10481 -2.87738 -2.62257
H -0.93493 -3.93014 -1.78943
H -0.36515 -2.75546 -2.98429
H -2.61117 -0.21722 -1.90594
H -1.07680 -0.08894 -2.74014
H -0.87066 0.76164 0.89272
H -2.58807 1.01155 0.59036
H -1.51625 2.40059 0.74872
H 0.09316 2.98648 -1.31922
H 0.31702 1.72306 -2.51585
H 1.76297 3.55046 0.58496
H 2.72607 2.36390 1.49894
H 0.96919 2.42140 1.71263
H 3.00166 2.81838 -1.82775
H 3.04892 1.17087 -2.50499
H 4.01129 1.55632 -1.07294
H -2.13653 2.21631 -2.96304
H -2.04839 3.35604 -1.64836
H -4.77682 -0.12572 -2.01738
H -5.88921 0.63731 -0.89086
H -4.28452 0.16360 -0.32551
H -3.92220 4.15066 0.06839
H -4.11315 2.57723 0.87577
H -5.51955 3.42787 0.22411
*
```

## Properties
Strongest force on any atom   0.01002 Eh/bohr
HOMO level   -11.154 eV
LUMO level   -2.56 eV
ΔE to the lowest compared entry with this formula, charge and spin   0.0 kJ/mol
Kohn-Sham gap   8.59 eV

---

[6]
ORCA calculation (ωB97M-V/def2-TZVPD) on a molecular structure, C25H25Cl2N6O3Ru.

ORCA input file:
```
! wB97M-V def2-TZVPD RIJCOSX def2/J DEFGRID3
* xyz 0 2
Ru 0.48079 0.25988 0.03611
Cl -0.63437 -5.33128 -3.90733
C -0.24506 -4.33672 -2.54186
C -0.49754 -2.97072 -2.62812
C -0.19768 -2.15801 -1.55010
N -0.45500 -0.76769 -1.44191
C -1.51639 -0.22390 -2.06302
O -2.21320 -0.68244 -2.95835
C -1.91941 1.04906 -1.38165
C -2.80690 1.93018 -1.97147
C -3.21144 3.04512 -1.26197
C -2.72747 3.22439 0.02578
C -1.84208 2.29912 0.53743
N -1.43110 1.22458 -0.14412
C 0.34016 -2.70305 -0.38085
C 0.59721 -4.06254 -0.29964
C 0.29860 -4.87601 -1.38830
Cl 0.62463 -6.57433 -1.25518
N 0.59370 -1.73418 0.60781
C 0.99842 -2.03946 1.84275
O 1.23997 -3.13594 2.34605
C 1.24206 -0.79355 2.66080
C 1.95842 -0.83805 3.84316
C 2.19040 0.34547 4.51987
C 1.68965 1.53203 3.99924
C 0.96650 1.48651 2.82388
N 0.74017 0.34127 2.16777
H -0.93301 -2.55747 -3.52232
H -3.16476 1.70190 -2.96535
H -3.89945 3.75806 -1.69691
H -3.02006 4.07297 0.62787
H -1.46181 2.39439 1.54561
H 1.01204 -4.48836 0.59873
H 2.31328 -1.79913 4.18797
H 2.75054 0.34747 5.44620
H 1.85580 2.48019 4.49111
H 0.55248 2.38209 2.38027
C 3.15249 -1.61950 -0.60491
C 4.65165 -1.64146 -1.00544
N 5.13347 -0.29715 -1.29519
C 4.30724 0.27615 -2.35321
C 2.82671 0.37091 -1.90078
N 2.67127 -0.21444 -0.53641
C 3.54489 0.51995 0.41917
C 5.00955 0.52003 -0.09329
H 3.00827 -2.09321 0.36090
H 2.54150 -2.14617 -1.33318
H 4.80349 -2.25961 -1.89058
H 5.25917 -2.05530 -0.19942
H 4.40828 -0.35433 -3.23787
H 4.69919 1.26441 -2.59775
H 2.16690 -0.18839 -2.56602
H 2.47885 1.39410 -1.85239
H 3.47055 0.01655 1.38418
H 3.15011 1.52575 0.51463
H 5.68786 0.12383 0.66410
H 5.33335 1.53322 -0.33720
C 0.69837 3.34580 -0.46070
O 1.16886 2.03695 -0.32446
H 0.33630 3.78795 0.47982
H -0.10881 3.43390 -1.19772
H 1.52370 3.97665 -0.80774
*
```

## Properties
Strongest force on any atom   0.02792 Eh/bohr
HOMO level (alpha / beta)   -7.284 / -7.274 eV
LUMO level (alpha / beta)   -0.43 / -0.43 eV
ΔE to the lowest compared entry with this formula, charge and spin   0.0 kJ/mol
<S²>   0.75
Kohn-Sham gap (alpha / beta)   6.86 / 6.85 eV